1.
Entry from the Open Molecules 2025 dataset: C25H21Br4HfN3O7PSe4 as an isolated structure in a non-equilibrium geometry (wB97M-V/def2-TZVPD).

```
66
Properties=species:S:1:pos:R:3:forces:R:3
Hf 0.17152 2.63660 -0.83033 -0.8 0.1 -2.5
Br 6.84352 4.54400 -0.51143 0.1 0.0 0.0
Br 5.20732 7.35280 -0.99783 0.0 0.1 0.0
Br 5.18112 1.71840 -0.20843 -0.1 -0.1 0.0
Br 1.90192 7.27470 -1.31933 -0.1 -0.2 0.0
Se 0.41672 1.92770 -3.32653 -0.2 -0.4 -1.3
Se -2.50378 3.95690 -2.41183 -0.6 0.0 -0.1
Se -0.58038 4.03890 -3.67573 0.1 0.0 -0.7
Se -1.89938 4.30060 -0.19393 -0.5 0.5 0.1
P 0.86312 -0.32190 -0.72833 0.2 -1.6 0.5
O 2.16522 2.17890 -0.71193 1.1 0.2 0.4
O 2.05362 -1.36480 -1.17513 -0.6 0.2 0.1
O -1.02828 -5.48260 -0.45603 -0.3 0.0 0.1
O 0.23932 2.44820 1.11237 0.2 -0.6 1.9
O -0.36698 -1.38110 -0.85383 0.1 0.2 0.1
O 0.91642 -0.51170 0.88427 -0.2 -0.2 -0.2
O 0.89542 4.41850 -1.17803 1.0 1.6 0.3
N -3.72578 -2.12090 3.01997 -0.9 -0.1 0.7
N -1.54058 1.25950 -0.56383 -1.4 -0.9 0.1
N -3.49588 -0.95050 3.33987 -1.1 0.0 1.0
C -3.47848 -0.08700 -0.92643 0.0 -0.1 0.5
C 4.28052 5.71220 -0.90873 0.2 0.1 0.0
C -2.43618 0.72390 -1.37513 0.3 0.3 -0.3
C -0.83278 1.51940 2.99937 0.4 0.4 -0.9
C -3.65518 -3.92590 1.47077 0.1 0.4 0.1
C 2.89522 5.69060 -1.05273 -0.2 0.1 -0.1
C -2.99338 -2.86650 2.10557 1.1 -0.6 -0.9
C -2.97478 -4.76820 0.62557 0.3 -0.1 -0.2
C -1.62258 1.00900 0.76997 -0.6 -0.4 0.7
C 2.88832 3.27600 -0.76303 0.7 0.6 -0.1
C -1.79308 0.67470 3.52667 -0.6 -0.8 -0.3
C -1.61598 -2.73080 1.91057 -0.4 0.0 0.3
C -0.68968 1.68750 1.62327 -0.8 -0.6 1.5
C -3.55928 -0.38690 0.40947 0.0 0.0 -0.3
C -1.60108 -4.60810 0.41577 -0.2 0.1 0.1
C 4.26692 3.32700 -0.60223 0.0 -0.2 0.0
C -0.92448 -3.59650 1.09107 0.2 -0.3 -0.2
C 3.25272 -0.94580 -1.79573 0.3 0.2 -0.2
C -2.60638 0.13790 1.30397 0.3 0.4 0.1
C 2.19502 4.49530 -1.00673 0.9 0.2 -0.1
C 0.36652 -5.42220 -0.64343 0.2 0.0 0.0
C 4.96602 4.52960 -0.69313 0.1 0.2 0.0
C -2.62598 -0.08280 2.71277 1.2 0.9 -0.4
C 2.03652 -0.01890 1.59987 0.4 0.3 0.2
C -0.73528 -1.85540 -2.13293 0.0 -0.1 -0.2
H -4.36518 -1.00540 0.77667 0.0 0.0 0.1
H -3.48158 -5.56890 0.10957 -0.1 -0.1 -0.1
H -0.15618 2.05420 3.64937 0.1 0.1 0.0
H 3.55992 -1.73760 -2.48053 0.0 0.1 0.0
H -0.73358 -1.05440 -2.87743 -0.1 0.0 0.0
H 2.90782 -0.65870 1.44207 0.0 -0.1 0.0
H 0.89652 -5.57200 0.30217 0.0 0.0 0.0
H -2.34138 0.95710 -2.43163 0.2 0.0 0.2
H 0.68182 -4.46790 -1.07613 0.0 0.0 0.0
H -4.71328 -4.04980 1.64087 -0.1 -0.1 0.1
H -1.73638 -2.27820 -2.04313 0.0 0.0 0.0
H -1.06678 -1.95520 2.42267 0.0 0.1 0.0
H 0.13262 -3.43320 0.96347 0.1 0.0 -0.1
H -0.04158 -2.63140 -2.46143 0.0 0.0 0.0
H -1.84978 0.53100 4.59607 -0.1 0.0 0.1
H 3.10292 -0.01860 -2.34993 0.1 0.1 0.0
H 2.28232 1.00000 1.30007 0.0 0.0 0.0
H 4.03322 -0.79450 -1.04733 -0.1 0.0 -0.1
H -4.19528 -0.46610 -1.63783 -0.1 0.0 0.0
H 0.60042 -6.23550 -1.33063 0.1 0.1 0.1
H 1.76572 -0.02520 2.65477 0.0 0.0 0.0
```
Positions in Å, forces in eV/Å.

Results
E = -597226.8997 eV
ΔE to the lowest compared entry with this formula, charge and spin = 33.8 kcal per mole
E_HOMO = -4.70 eV
F_max = 0.05051 Eh/bohr
Net charge = -1
Orbital gap = 6.210 eV
LUMO energy = 0.05540 Ha

***

2.
Entry from the Open Molecules 2025 dataset: C25H21Br4HfN3O7PSe4 as an isolated structure in a non-equilibrium geometry (wB97M-V/def2-TZVPD).

```
66
Properties=species:S:1:pos:R:3:forces:R:3
Hf 1.50502 -1.26598 -0.23061 0.2 -2.2 -1.9
Br 1.32050 0.42669 6.45192 0.0 0.0 0.0
Br -0.18992 1.40881 3.64258 0.0 0.0 -0.1
Br 3.70461 -1.84514 6.27551 0.0 0.0 0.0
Br 4.42639 -3.21394 3.33894 0.0 0.0 -0.1
Se 0.65291 -4.69395 -0.21283 -0.3 -0.4 0.0
Se 2.10848 -2.33444 -2.58489 0.2 -0.8 -0.9
Se -0.06134 -2.96909 1.20184 -0.5 -0.6 0.1
Se 2.70010 -4.01688 -1.06071 0.0 -0.1 -0.3
P 4.32679 -0.31333 -0.57926 0.9 0.7 0.2
O 1.70500 0.48829 -1.17602 -0.5 1.6 -0.7
O 0.94194 -0.03358 1.24815 0.0 0.6 1.0
O 5.29083 -0.15447 -1.87734 -0.1 -0.2 0.0
O 5.46078 -0.90334 0.42194 -0.1 0.0 -0.1
O 4.43613 1.23064 -0.08150 0.0 0.0 -0.2
O -5.91228 0.22363 1.97874 0.1 0.0 0.0
O 2.79290 -1.92844 1.11025 1.1 0.2 2.3
N -2.92358 3.02775 -2.90575 -0.6 0.2 -0.6
N -0.50711 -1.00397 -1.37434 -0.4 0.6 -0.1
N -4.10906 2.87134 -2.56393 0.1 0.4 -0.3
C -0.59913 0.32052 -1.67538 -0.3 0.3 -0.3
C -1.77458 0.89297 -2.21471 0.1 0.1 0.0
C 2.80082 -1.28866 4.71734 -0.1 0.1 -0.1
C 0.50651 2.46416 -1.71940 0.4 -0.3 0.2
C -6.19890 0.77109 -0.37171 -0.1 -0.1 0.1
C -2.64906 -1.34702 -2.33713 -0.1 0.3 -0.1
C -0.67497 3.04304 -2.17175 -0.6 -0.1 0.0
C -4.31891 1.55609 0.90912 0.1 -0.1 0.1
C 1.80601 -0.32119 4.78899 0.1 -0.1 0.0
C 5.93537 -2.22878 0.22326 -0.1 -0.2 -0.1
C 4.78546 0.17192 -3.16446 -0.1 0.1 -0.1
C -5.50382 0.82450 0.83183 -0.1 0.1 -0.1
C 1.50778 -0.42835 2.38196 0.0 0.0 0.8
C -5.71350 1.44923 -1.47912 0.3 0.1 -0.1
C -3.81489 2.18428 -0.20757 -0.1 0.1 0.0
C 2.51023 -1.43213 2.31230 0.2 0.0 0.4
C -1.82534 2.31000 -2.39997 0.8 -0.2 0.5
C 1.16795 0.09896 3.61969 0.0 0.1 0.0
C 3.73760 1.73730 1.04659 -0.1 0.0 0.1
C -2.77802 -0.01279 -2.61642 0.0 -0.2 0.1
C -4.50739 2.13779 -1.42337 0.0 -0.5 0.5
C -7.10770 -0.52397 1.93973 0.0 0.0 0.0
C 3.13680 -1.84552 3.47714 0.0 0.0 0.2
C -1.50783 -1.79928 -1.66632 0.1 -0.2 0.1
C 0.59260 1.10046 -1.49056 -0.4 0.6 -0.3
H -3.62818 0.34408 -3.17656 -0.1 0.1 0.1
H 1.38976 3.06826 -1.55723 0.0 0.0 0.0
H 6.65616 -2.42990 1.01273 0.0 0.0 0.0
H 2.65836 1.61662 0.94006 0.0 0.0 0.0
H 4.55971 1.23922 -3.22836 0.0 0.0 0.0
H 5.12352 -2.95561 0.29544 0.0 0.0 0.0
H -7.11844 0.20928 -0.46004 0.0 0.0 0.0
H 3.88800 -0.39963 -3.40164 0.0 0.0 0.0
H -7.96224 0.10156 1.66443 0.0 0.0 0.0
H 4.07183 1.25106 1.96691 0.0 0.0 0.0
H 5.56409 -0.07754 -3.88431 0.0 0.0 0.0
H -0.72996 4.11488 -2.31739 0.0 0.0 -0.1
H -3.79861 1.60028 1.85700 0.0 0.0 0.0
H 6.41871 -2.32038 -0.75284 0.0 0.0 0.0
H -3.41257 -2.05192 -2.63369 0.0 0.0 0.0
H -7.03351 -1.36295 1.24202 0.0 0.0 0.0
H -6.25580 1.42393 -2.41629 0.0 0.0 0.0
H -2.88890 2.74011 -0.13993 0.0 0.0 0.1
H -7.25350 -0.90574 2.94667 0.0 0.0 0.0
H -1.39615 -2.84177 -1.39625 0.1 0.0 0.1
H 3.96550 2.80094 1.10651 0.0 0.0 0.0
```
Positions in Å, forces in eV/Å.

Results
E = -597227.1407 eV
ΔE to the lowest compared entry with this formula, charge and spin = 28.3 kcal per mole
E_HOMO = -4.72 eV
F_max = 0.05671 Eh/bohr
Net charge = -1
Orbital gap = 6.292 eV
LUMO energy = 0.05771 Ha

***

3.
Entry from the Open Molecules 2025 dataset: C25H21BrMgN2O2 as an isolated structure in a non-equilibrium geometry (wB97M-V/def2-TZVPD).

```
52
Properties=species:S:1:pos:R:3:forces:R:3
Br -2.09177 -2.85830 -2.00205 -1.0 0.3 0.2
Mg -0.39704 -1.12346 -1.78263 1.0 -0.6 -0.6
O 2.75888 -0.51110 0.78878 -1.5 0.9 0.1
O -1.29776 0.94307 -0.83303 1.1 -1.0 1.6
N 0.66464 -0.15013 -0.29735 0.0 0.5 0.7
N 1.11160 0.90057 1.64876 0.9 -0.1 0.9
C -2.10699 -0.58864 1.92987 -0.2 0.1 0.5
C 0.14313 4.76321 0.55410 -0.5 -0.5 0.4
C -1.17071 0.35169 2.39238 0.0 -0.1 -0.7
C 2.14919 -0.52299 -3.91901 -0.6 0.3 -0.3
C -0.57678 2.63526 1.44132 -0.2 0.2 0.0
C 1.64982 -0.00742 0.70993 -0.1 -0.7 -0.2
C 1.36769 0.46538 -3.29136 -0.3 -0.4 -0.6
C -2.90064 -1.26774 2.87056 0.2 0.3 0.1
C -1.75872 -0.12582 4.69185 -0.3 -0.2 -0.7
C -1.79775 4.61837 2.04643 0.6 -0.2 -0.5
C 2.75627 -3.02333 -1.03364 -0.1 -0.5 -0.4
C -2.73645 -1.03632 4.24286 0.4 0.3 -0.3
C 2.72558 -3.49354 -2.37866 -0.6 -0.4 0.9
C 0.30762 3.37925 0.65704 -0.2 1.0 0.0
C 0.78752 -4.17740 -1.32399 0.6 0.2 -0.3
C -0.05684 -1.05362 -4.33262 0.9 0.5 -0.1
C -1.64960 3.22534 2.12623 0.6 0.4 -0.5
C 1.49414 -4.18737 -2.56621 0.3 0.0 0.9
C -0.29494 1.15967 1.41752 0.0 -0.3 0.7
C -0.37365 0.65877 -0.01579 -0.6 -0.3 -1.3
C 1.28291 -1.44926 -4.56576 -0.3 0.7 0.0
C -0.01527 0.14988 -3.53472 0.3 0.1 -0.6
C 1.56587 -3.45088 -0.37452 0.1 0.1 -0.9
C -0.90943 5.37822 1.26321 0.1 -0.3 0.0
C -0.98237 0.57249 3.76126 -0.5 -0.4 0.2
H 3.23474 -0.56032 -3.93632 -0.2 -0.1 0.2
H 1.73217 1.33203 -2.73968 -0.1 -0.3 0.0
H 1.12622 2.87375 0.12657 -0.5 0.2 0.3
H 3.54623 -2.44373 -0.57046 -0.1 0.0 -0.1
H -0.25598 1.31354 4.11166 -0.2 -0.3 -0.2
H -2.35171 2.61444 2.69699 0.3 0.2 -0.2
H -1.62025 0.05472 5.74968 0.0 0.0 0.0
H -2.60757 5.09359 2.58829 0.0 0.1 -0.1
H 3.50561 -3.37514 -3.12687 -0.2 0.2 0.1
H -0.85697 0.81906 -3.34962 0.2 -0.2 0.0
H 1.15702 -4.65195 -3.48796 0.0 0.1 0.1
H -0.18716 -4.61640 -1.13834 0.3 0.1 -0.1
H -3.66774 -1.95855 2.51365 0.3 0.1 0.1
H 1.26954 -3.20086 0.64105 0.1 -0.1 0.0
H -0.95962 -1.51925 -4.72227 0.3 0.0 0.1
H 1.61654 -2.27987 -5.18375 -0.2 0.0 0.4
H 1.49308 0.89767 2.60064 -0.3 -0.1 -0.8
H -2.26028 -0.78344 0.85584 0.2 0.2 0.6
H -3.35840 -1.56826 4.96169 0.1 0.1 -0.1
H 0.83200 5.32802 -0.07512 -0.3 0.0 0.2
H -1.03564 6.45707 1.19358 0.0 -0.2 0.0
```
Positions in Å, forces in eV/Å.

Results
E = -108831.3041 eV
E_HOMO = 0.23 eV
F_max = 0.04263 Eh/bohr
Net charge = -2
Orbital gap = 3.969 eV
LUMO energy = 0.15424 Ha

***

4.
Entry from the Open Molecules 2025 dataset: C25H21BrN5O4SSn as an isolated structure in a non-equilibrium geometry (wB97M-V/def2-TZVPD).

```
58
Properties=species:S:1:pos:R:3:forces:R:3
Sn 0.04282 0.80226 0.08564 0.2 -0.1 -1.1
Br 1.33936 -1.47190 1.91190 0.1 -0.1 -0.1
S -0.64613 3.27256 0.93172 0.3 -0.6 -0.6
O 3.79098 2.66825 -1.92105 0.0 0.1 0.9
O -1.96399 0.65052 -3.12256 0.3 0.1 0.1
O -1.37961 -0.90687 -0.68562 0.5 0.4 0.3
O 1.60176 1.48675 -1.40616 -1.6 0.6 2.5
N 1.91569 -1.08507 -1.06171 -0.4 -0.3 0.7
N -2.10166 0.67378 1.57951 1.6 1.2 -1.3
N -1.85339 3.73102 3.20915 0.0 0.0 0.0
N 2.18357 -0.58441 -2.24232 0.6 -0.4 -0.5
N -2.11629 1.61135 2.48962 -1.4 -0.9 1.3
C 3.55802 2.34313 -3.19104 0.0 -0.2 -1.1
C 4.12431 2.68810 -5.51071 -0.1 -0.1 0.0
C 2.39640 -2.20312 -0.65547 0.0 0.5 -0.9
C 4.34558 2.95086 -4.17862 -0.3 0.0 0.5
C -3.15831 -3.99089 -0.36028 0.5 0.4 -0.4
C 2.15996 -2.70180 0.66071 0.0 -0.7 1.0
C 2.74824 -6.49665 -1.55636 0.1 -0.1 -0.1
C 2.35629 -5.36705 -0.86529 0.0 0.1 0.3
C -2.81612 -0.39094 1.81854 -0.8 -0.8 0.5
C -1.62479 2.81207 2.27316 0.7 0.2 -0.7
C 2.56872 1.42674 -3.58358 0.1 0.2 0.6
C 3.13999 1.78415 -5.89611 0.0 -0.1 -0.1
C 2.37196 1.15828 -4.92997 0.1 0.1 -0.1
C 3.76132 -7.30173 -1.05742 0.0 0.0 0.0
C 1.70776 0.76502 -2.52246 -0.8 -0.6 -1.7
C -1.17587 0.84495 -2.34579 -0.6 0.2 0.1
C 3.96959 -5.86633 0.85304 -0.1 0.2 -0.1
C -2.12993 -1.79181 -0.16448 0.2 -0.1 0.1
C 2.96394 -5.03686 0.34913 0.3 -0.5 -0.4
C -2.91673 -1.55304 1.02457 0.3 0.6 0.0
C -2.24271 -3.07100 -0.78178 0.0 -0.3 -0.2
C 2.51823 -3.90789 1.14222 -0.5 1.1 0.2
C 4.37379 -6.98072 0.14580 0.0 -0.1 -0.1
C -3.99984 -3.70939 0.73129 -0.2 0.5 0.6
C -3.85155 -2.53227 1.41670 -0.3 -0.6 0.0
H 3.05867 -2.80621 -1.28001 0.0 0.1 0.0
H 4.71055 3.20440 -6.25623 0.1 0.0 -0.1
H 5.16015 -7.61065 0.53395 0.1 0.0 0.0
H 3.04903 2.31566 -1.37605 0.4 0.2 -0.2
H 2.97321 1.57422 -6.94208 0.0 0.0 0.0
H 2.25857 -6.75708 -2.48283 0.0 0.0 -0.1
H 4.44533 -5.60852 1.78705 0.0 0.0 0.1
H 1.60226 0.45571 -5.21640 -0.1 -0.1 -0.1
H -1.59976 -3.26134 -1.62801 0.0 0.0 -0.1
H 1.53841 -4.76202 -1.22839 -0.1 0.1 -0.1
H -3.45098 -0.35295 2.70544 0.1 0.0 0.0
H -4.46540 -2.33344 2.28277 -0.1 0.0 0.1
H -2.36964 3.48472 4.03811 0.0 -0.1 0.0
H -1.45283 4.64995 3.12141 0.0 0.0 0.0
H 5.09202 3.65426 -3.84351 0.1 0.1 -0.1
H 4.06330 -8.18417 -1.60065 0.0 -0.1 0.0
H 2.45140 -4.07734 2.20884 -0.1 0.0 0.1
H -4.75724 -4.42140 1.01989 0.0 0.0 0.1
H -3.25720 -4.93424 -0.87415 0.0 -0.1 -0.1
H 0.66719 0.64621 -2.95932 0.8 0.0 -0.1
H 2.88492 -1.00672 -2.84749 -0.1 0.2 0.2
```
Positions in Å, forces in eV/Å.

Results
E = -128605.8554 eV
ΔE to the lowest compared entry with this formula, charge and spin = 60.7 kcal per mole
E_HOMO (alpha / beta) = -10.28 / -10.29 eV
F_max = 0.05927 Eh/bohr
Net charge = +1
Orbital gap (alpha / beta) = 4.370 / 4.276 eV
LUMO energy (alpha / beta) = -0.21707 / -0.22086 Ha